Computed, not measured: a molecular structure, C58H44GaN2O19 in a non-equilibrium geometry, with ωB97M-V/def2-TZVPD.

Structure (XYZ):
```
124
Properties=species:S:1:pos:R:3:forces:R:3:mulliken_charge:R:1
H 4.564 4.301 4.359 -0.02 -0.03 0.03 0.409
C -3.080 7.010 3.403 0.02 -0.15 -0.01 0.233
H -1.324 3.178 2.184 0.14 -0.47 0.18 0.248
C 1.413 -3.816 3.576 -0.04 0.02 -0.05 -0.095
O 0.697 -6.002 4.098 0.23 0.00 0.12 -0.591
H 4.245 -5.617 -0.949 0.01 -0.02 -0.04 0.429
C 3.770 2.872 1.315 -0.05 -0.06 -0.09 0.179
H -7.277 -1.751 -2.541 0.00 0.07 0.01 0.707
H 4.686 4.769 1.917 -0.02 0.00 -0.03 0.397
H 2.714 0.438 3.522 -0.04 0.04 0.04 0.485
C -7.075 -5.542 -3.993 0.01 -0.08 -0.10 -0.346
H 2.860 -6.378 5.475 -0.04 -0.01 -0.01 0.419
C -6.788 -0.437 -4.132 0.00 -0.01 0.09 -0.427
H -4.348 -2.071 4.517 0.21 -0.02 -0.32 0.388
O -6.489 -0.210 -0.607 -0.11 -0.15 0.03 -0.526
H -1.732 2.494 3.757 0.48 -0.31 -0.22 0.348
C -6.229 0.881 -4.526 0.07 0.11 -0.03 0.335
O 0.321 -0.525 2.926 -0.19 -0.08 0.05 -0.340
H -5.360 0.037 2.750 0.33 0.07 0.09 0.510
C -1.598 2.237 2.693 -1.17 0.92 -0.12 -0.462
H -0.431 -4.717 -2.550 0.00 0.02 0.04 0.464
H 2.630 -4.452 0.549 -0.05 0.02 0.01 0.466
C 7.237 6.705 -3.398 0.01 0.01 -0.13 -0.411
C -3.444 6.611 2.023 0.01 -0.03 -0.07 -0.118
C 7.596 0.988 -5.260 -0.05 0.10 0.04 -0.431
H -3.878 10.364 3.149 -0.01 0.01 -0.04 0.395
C 2.778 -5.401 5.014 0.13 0.01 0.05 -0.507
H -0.907 -5.270 2.683 -0.48 -0.45 -0.24 -0.034
C 5.370 4.676 -2.628 -0.06 0.02 0.09 -0.157
O -0.472 1.349 2.471 0.03 0.06 0.25 -0.112
C -6.416 0.109 -1.773 0.15 0.21 0.11 0.220
O -4.530 9.731 0.723 0.03 0.02 0.07 -0.560
C -3.737 9.320 2.899 0.04 0.01 0.13 -0.399
O -4.566 3.161 1.856 0.18 0.69 -1.26 -0.658
H 7.284 1.186 -6.277 0.01 -0.03 -0.01 0.435
H 1.183 -5.881 -4.047 0.04 -0.02 0.00 0.407
C -5.768 1.782 -3.444 -0.04 -0.07 0.02 -0.385
C 0.978 -4.496 -0.888 -0.05 0.08 0.10 0.210
C -4.101 8.918 1.517 -0.05 -0.03 -0.13 0.351
C 7.674 1.470 -2.855 -0.05 0.05 0.12 0.387
O -4.812 -8.215 -3.434 -0.04 0.04 -0.02 -0.559
N -4.744 4.095 -0.392 0.18 0.18 0.10 -0.711
C 2.357 -2.887 3.711 0.01 -0.04 -0.04 -0.502
C 8.455 -0.202 -5.053 0.02 -0.07 -0.11 0.310
H -5.360 2.737 -3.750 0.00 0.00 0.01 0.479
C 3.632 2.331 4.129 -0.05 -0.09 0.10 0.026
H -7.115 -1.082 -4.938 0.00 0.03 -0.03 0.429
C -4.620 3.653 0.678 -0.56 -0.36 1.01 0.785
H 6.009 4.952 -0.631 0.00 -0.04 -0.02 0.419
C -3.918 7.496 1.148 0.02 -0.05 -0.02 -0.240
C -6.876 -0.796 -2.853 -0.06 -0.11 -0.10 -0.487
O 0.193 -3.928 -0.158 0.30 -0.10 -0.16 -0.245
C -6.111 -5.436 -1.650 0.08 -0.07 0.08 -0.314
H 6.598 6.426 -5.397 -0.04 -0.02 -0.01 0.437
C 1.552 -5.148 4.218 -0.15 0.03 -0.06 0.616
C 3.228 -5.401 -1.249 -0.02 0.05 0.11 -0.340
H -3.091 1.283 0.318 -0.16 0.24 -0.03 -0.276
H 4.621 -4.636 5.723 0.01 0.04 -0.01 0.409
H 4.643 3.902 -2.419 0.01 0.01 0.03 0.581
O -6.154 1.204 -5.697 -0.03 -0.06 0.01 -0.585
C -5.396 -6.532 -1.895 -0.04 0.08 0.05 -0.449
O -7.657 -3.859 -2.454 -0.06 -0.18 -0.09 -0.560
H -4.189 7.217 0.137 -0.02 -0.04 0.02 0.504
C 7.234 1.763 -4.241 0.01 -0.01 -0.08 -0.017
H -7.734 -5.102 -4.731 -0.01 0.03 0.03 0.422
O 7.762 6.810 -1.108 -0.01 0.01 -0.06 -0.563
C -3.263 8.436 3.773 -0.04 0.14 0.00 -0.358
O 3.576 2.105 5.319 0.03 0.05 -0.04 -0.566
C -3.201 -3.574 3.425 -0.12 1.18 -0.54 -0.850
C -4.270 0.085 2.899 0.89 -0.16 -0.12 -1.257
C 4.206 3.600 3.616 0.05 0.10 -0.09 -0.496
C -3.779 -2.296 3.610 0.81 -0.62 -1.15 -0.669
O 3.624 -6.408 -3.339 -0.03 0.02 0.03 -0.567
H -2.992 8.709 4.785 0.01 -0.04 0.01 0.408
H 8.842 0.079 -1.630 -0.03 0.04 0.01 0.424
H -5.518 2.065 -1.356 0.03 0.04 -0.05 0.373
H -1.485 -5.279 0.989 -0.04 -0.16 0.35 0.131
H -4.736 -6.970 -1.158 0.01 -0.02 -0.02 0.452
H 0.511 -3.642 3.000 0.00 0.05 0.02 0.525
O -2.648 6.208 4.204 0.01 0.08 0.01 -0.548
O 4.445 -2.295 4.622 0.01 -0.06 -0.01 -0.569
N -0.649 0.152 3.061 0.34 0.10 -0.11 0.047
C 5.515 5.084 -4.044 -0.11 0.00 0.05 0.276
C 3.720 -4.471 5.146 -0.02 -0.12 0.04 -0.518
C 3.583 -3.141 4.502 0.01 0.12 -0.01 0.251
O 8.789 -0.908 -5.982 0.00 0.03 0.04 -0.555
C 1.449 -5.555 -3.049 -0.11 0.05 0.03 -0.376
C 8.532 0.277 -2.648 0.07 -0.11 -0.04 -0.439
C -5.853 1.423 -2.164 0.04 0.09 0.00 -0.137
H -2.521 -6.014 2.251 0.44 0.08 0.11 0.520
C -3.628 -1.297 2.607 -0.56 0.37 0.36 0.827
C 7.092 6.296 -1.979 0.01 -0.03 0.15 0.281
O 7.345 2.174 -1.923 0.06 -0.06 -0.08 -0.459
C 2.365 -4.779 -0.450 0.13 -0.06 0.00 -0.367
C 8.894 -0.498 -3.668 0.01 0.02 0.13 -0.385
C 2.837 -5.839 -2.611 0.08 -0.06 -0.08 0.295
H -6.072 -4.919 -0.699 -0.01 0.05 -0.03 0.533
C -6.361 -6.637 -4.238 -0.08 0.08 -0.04 -0.390
C 6.102 5.239 -1.670 -0.08 0.01 -0.04 -0.257
H 9.519 -1.372 -3.538 -0.01 -0.01 -0.04 0.402
H 7.966 7.480 -3.603 0.01 0.00 0.04 0.407
C 6.506 6.143 -4.356 0.08 0.09 -0.01 -0.425
H -2.778 -0.842 0.634 -0.24 -0.06 0.35 0.277
C 3.132 1.356 3.131 0.02 -0.04 -0.08 -0.043
H -3.327 -4.345 4.191 0.12 0.17 -0.27 0.365
O 4.852 4.570 -4.923 0.11 -0.02 -0.02 -0.582
C -5.465 -7.218 -3.208 0.08 -0.09 0.02 0.356
C -1.797 -5.212 2.041 -0.42 0.95 -0.11 -1.024
H 2.833 0.907 1.084 -0.05 0.04 -0.01 0.490
O 3.831 3.104 0.123 0.09 0.06 -0.01 -0.516
C -2.328 -2.864 1.236 -0.87 0.86 0.95 -0.389
H 6.606 2.634 -4.374 -0.04 -0.02 0.00 0.311
H -6.397 -7.152 -5.189 0.03 -0.03 0.02 0.400
H 2.271 -1.911 3.253 -0.05 0.00 0.01 0.483
C 3.196 1.607 1.826 0.00 -0.06 0.06 -0.080
Ga -3.382 1.606 1.853 0.59 -1.35 0.22 0.399
C 4.270 3.850 2.311 0.03 0.05 0.09 -0.304
H -4.039 0.285 3.964 -0.46 -0.01 -0.34 0.389
H -1.757 -3.050 0.318 -0.37 -0.08 0.63 0.393
C -2.469 -3.840 2.246 0.24 -0.41 -0.45 1.039
C 0.587 -4.933 -2.249 0.01 -0.06 -0.12 -0.373
C -2.924 -1.583 1.420 0.29 -1.29 0.58 -0.692
H -3.305 5.568 1.768 -0.02 0.00 0.03 0.292
C -7.007 -4.858 -2.679 0.01 0.08 0.11 0.417
```
Positions in Å, forces in eV/Å.

Computed properties:
E	-155108.4232	eV
relative energy (zero: lowest compared OMol25 entry of this formula, charge and spin)	0.0	kcal/mol
charge	-1
spin multiplicity	1
Kohn-Sham gap	0.1993	Eh

Computed, not measured: a gas-phase ion, C6H6N (charge +1) in a non-equilibrium geometry, with ωB97M-V/def2-TZVPD.

Structure (XYZ):
```
13
Properties=species:S:1:pos:R:3:forces:R:3:mulliken_charge:R:1
H -1.671 -1.552 -1.733 0.89 -0.02 2.82 0.257
H -0.168 1.084 1.656 -0.36 -0.33 0.10 0.295
C -1.417 -1.302 -0.589 0.06 0.49 -2.69 -0.336
C 1.726 -0.074 0.314 -3.04 -2.21 -0.27 -0.110
C -0.081 -1.282 -0.022 0.80 3.15 1.05 0.409
H -2.265 -1.504 0.117 0.90 0.71 -0.47 0.294
H 1.007 1.501 -1.169 0.02 -0.05 0.20 0.440
H 2.682 0.133 0.694 1.14 0.34 0.45 0.450
C -0.558 0.075 -0.314 -1.05 -2.88 0.15 0.400
C 0.770 0.823 -0.354 -0.21 0.15 -1.30 -0.384
C -0.346 1.193 0.591 -0.63 2.79 0.08 -0.531
H -0.830 2.168 0.273 0.60 -1.25 0.68 0.259
N 1.151 -1.261 0.537 0.90 -0.89 -0.79 -0.444
```
Positions in Å, forces in eV/Å.

Computed properties:
E	-7795.7461	eV
relative energy (zero: lowest compared OMol25 entry of this formula, charge and spin)	92.2	kcal/mol
SMILES	C1=[N+]=C2C[C@@]23C[C@@H]13
charge	+1
spin multiplicity	1
Kohn-Sham gap	0.2934	Eh

Computed, not measured: 2 unconnected molecules or ions with the total composition C6H10N2O in a non-equilibrium geometry, with ωB97M-V/def2-TZVPD.

Structure (XYZ):
```
19
Properties=species:S:1:pos:R:3:forces:R:3:mulliken_charge:R:1
H 0.519 0.501 -2.315 0.02 -0.02 -0.06 0.373
N 0.715 -2.152 -0.643 0.20 0.28 0.29 -0.372
C -0.373 1.913 1.978 -0.28 -0.55 0.37 -1.296
H -2.124 -0.956 -1.367 0.17 0.07 0.19 0.277
C -0.883 -0.816 0.808 -0.72 -3.05 -1.19 0.103
N -1.268 -1.465 -1.582 0.22 -0.09 -0.10 -0.785
H 0.842 -2.773 -1.425 -0.04 0.01 0.09 0.280
H 2.089 0.200 -1.557 0.02 0.06 -0.06 0.318
H -0.192 -1.207 1.578 0.13 0.84 0.42 0.349
H -0.307 2.989 1.825 0.04 -0.08 -0.07 0.320
C -0.476 -1.482 -0.590 -1.38 0.69 0.49 0.260
C 0.113 1.186 0.810 1.29 0.90 -1.79 0.337
H 1.177 -2.386 0.219 0.02 -0.04 -0.05 0.189
H 0.204 1.637 2.862 -0.05 0.09 0.04 0.284
C 1.239 0.881 -1.590 0.01 -0.28 -0.19 -1.419
H 1.574 1.871 -1.907 0.00 -0.07 0.02 0.337
C 0.619 0.989 -0.284 -0.51 0.69 1.60 0.665
O -2.052 -0.562 1.029 0.90 0.49 -0.13 -0.548
H -1.414 1.633 2.151 -0.03 0.08 0.11 0.328
```
Positions in Å, forces in eV/Å.

Computed properties:
E	-11409.0533	eV
relative energy (zero: lowest compared OMol25 entry of this formula, charge and spin)	70.0	kcal/mol
SMILES	[H]/N=C(/N)C=O.CC#CC
charge	0
spin multiplicity	1
Kohn-Sham gap	0.3666	Eh

Result set for molar mass: 1142.7 92.1 126.2 g/mol, one per record in the order listed.
Result set for highest occupied orbital energy: -5.837 -14.787 -9.203 eV, one per record in the order listed.